{
  "formula": "C12H19Cl2GaN3O",
  "method": "ωB97M-V with the def2-TZVPD basis set",
  "lumo_energy_ev": [2.518, 2.322],
  "homo_ev": [-1.495, -0.599],
  "de_lowest_ev": 0.611,
  "homo_lumo_gap_ev": [4.0132, 2.9206],
  "total_charge": -1,
  "species": ["Ga", "Cl", "Cl", "C", "H", "H", "C", "C", "H", "C", "H", "C", "H", "H", "C", "H", "H", "C", "H", "H", "H", "H", "C", "N", "C", "C", "C", "N", "C", "O", "N", "H", "H", "H", "H", "H", "H", "H"],
  "coordinates": [[1.11, -0.32, 0.04], [-0.29, -1.97, -0.51], [2.01, 1.57, 1.02], [2.22, -0.34, -1.45], [3.08, 0.34, -1.36], [2.44, -1.32, -1.88], [0.01, 1.04, -1.73], [1.09, 0.40, -2.37], [0.23, 1.71, -0.89], [0.71, -0.54, -3.56], [1.65, 1.24, -2.83], [-0.37, 0.11, -4.41], [1.60, -0.71, -4.17], [0.36, -1.49, -3.15], [-1.63, 0.39, -3.61], [0.01, 1.05, -4.84], [-0.61, -0.55, -5.25], [-1.33, 1.19, -2.32], [-2.34, 0.95, -4.23], [-2.12, -0.56, -3.35], [-1.48, 2.26, -2.55], [-2.11, 0.93, -1.58], [0.98, -2.20, 4.56], [0.23, -1.19, 3.82], [-0.79, -0.54, 4.46], [-1.47, 0.46, 3.82], [-1.04, 0.80, 2.51], [-0.22, -0.01, 1.84], [0.54, -0.90, 2.52], [1.51, -1.42, 1.89], [-1.44, 1.93, 1.88], [1.55, -2.81, 3.86], [0.28, -2.84, 5.12], [1.67, -1.74, 5.28], [-0.96, -0.86, 5.49], [-2.25, 1.03, 4.30], [-2.00, 2.57, 2.42], [-0.82, 2.34, 1.19]],
  "mulliken_charge": [1.18, -0.52, -0.55, -1.49, 0.42, 0.34, -1.03, 0.89, 0.48, -0.65, 0.00, -0.86, 0.28, 0.23, -0.60, 0.34, 0.37, -0.75, 0.32, 0.28, 0.31, 0.10, -1.10, 0.20, -0.17, -0.97, 0.77, -0.16, 0.31, -0.75, -0.36, 0.34, 0.39, 0.31, 0.36, 0.31, 0.22, 0.23]
}